{"formula": "C5H4FNO", "method": "ωB97M-V/def2-TZVPD", "symbols": ["C", "C", "C", "C", "C", "H", "H", "H", "H", "N", "O", "F"], "positions_angstrom": [[-1.431, -0.477, -0.108], [-0.226, 0.011, -0.073], [0.371, 1.392, -0.053], [2.064, 0.008, -0.069], [0.987, -0.852, -0.111], [-3.228, -0.379, 0.322], [-1.682, -1.562, -0.155], [-0.190, 2.336, 0.011], [0.867, -1.942, -0.039], [1.636, 1.395, -0.065], [-2.581, 0.346, 0.160], [3.413, -0.276, 0.179]], "forces_ev_per_angstrom": [[-3.710, 0.584, 1.263], [3.716, 0.683, -0.652], [-1.996, -0.107, 0.336], [-0.692, -0.483, 0.867], [0.787, 0.535, 0.169], [-0.008, 1.361, -0.116], [0.494, 0.954, -0.123], [0.188, -0.558, -0.207], [0.685, 0.695, -0.138], [2.054, -1.397, 0.068], [1.267, -2.932, -0.606], [-2.785, 0.665, -0.861]], "nbo_charge": [0.2276, -0.2131, 0.0995, 0.5142, -0.3339, 0.4788, 0.1868, 0.2091, 0.2315, -0.4195, -0.6627, -0.3182], "relative_energy_kj_mol": 189.7, "largest_force_ha_per_bohr": 0.0771, "smiles": "O/C=C1\\C=NC(F)=C1", "homo_energy_ev": -9.02, "lumo_ev": -0.237}



{"formula": "C3H10S3", "method": "ωB97M-V/def2-TZVPD", "symbols": ["C", "S", "S", "H", "H", "H", "H", "C", "C", "S", "H", "H", "H", "H", "H", "H"], "positions_angstrom": [[1.265, 2.391, -0.983], [2.380, 1.187, -1.623], [2.230, -0.337, -0.207], [1.739, 2.408, 0.011], [0.204, 2.142, -0.987], [1.358, 3.364, -1.469], [0.966, -0.721, -0.423], [-1.620, -2.076, 2.178], [-2.177, -0.686, 1.824], [-3.109, -0.713, 0.258], [-1.049, -2.485, 1.350], [-2.520, -2.648, 2.421], [-0.963, -2.010, 3.053], [-2.724, -0.286, 2.668], [-1.471, 0.042, 1.395], [-4.220, -1.067, 0.866]], "forces_ev_per_angstrom": [[-0.089, 0.426, 0.493], [0.127, -1.338, 0.576], [0.762, 0.507, -1.251], [-0.878, 0.639, 0.112], [0.098, -0.411, 0.259], [0.424, -0.209, -0.257], [-0.508, 0.367, 0.066], [-0.246, 1.176, 0.272], [1.016, -0.123, -1.348], [-0.402, -0.063, 0.315], [-0.212, -0.318, -0.089], [0.501, -0.498, -0.093], [-0.199, -0.113, -0.022], [-0.154, 0.412, -0.191], [0.644, -0.127, 1.382], [-0.884, -0.327, -0.224]], "lowdin_spin": [0.0870, 0.6118, 0.2406, 0.0219, 0.0145, 0.0014, 0.0227, 0.0000, 0.0000, 0.0000, 0.0000, 0.0000, 0.0000, 0.0000, 0.0000, 0.0000], "relative_energy_kj_mol": 89.6, "largest_force_ha_per_bohr": 0.0329, "homo_energy_ev": [-11.70, -11.70], "multiplicity": 2, "lumo_ev": [-5.381, -8.929], "charge": 1}



{"formula": "C4H8AgClO4", "method": "ωB97M-V/def2-TZVPD", "symbols": ["Ag", "Cl", "O", "C", "C", "O", "H", "H", "H", "H", "O", "C", "C", "O", "H", "H", "H", "H"], "positions_angstrom": [[-0.789, 0.550, 0.430], [-2.376, 2.036, 1.858], [1.121, 1.852, 0.361], [1.996, 1.453, 1.305], [1.935, -0.021, 1.743], [0.767, -0.663, 1.581], [1.913, 2.082, 2.236], [3.060, 1.598, 0.936], [2.265, -0.017, 2.837], [2.788, -0.563, 1.230], [-1.161, 0.714, -1.918], [-1.158, -0.606, -2.246], [-2.045, -1.463, -1.386], [-1.669, -1.491, -0.084], [-0.132, -1.055, -2.135], [-1.422, -0.765, -3.339], [-1.981, -2.497, -1.864], [-3.112, -1.142, -1.545]], "forces_ev_per_angstrom": [[1.348, -0.900, -0.903], [-0.568, 0.410, 0.439], [-0.673, -0.271, -0.436], [0.256, 0.728, 0.076], [0.455, -0.686, 0.526], [-0.558, 0.101, 0.055], [0.012, -0.049, 0.049], [0.017, 0.155, 0.236], [0.119, 0.038, -0.118], [-0.097, 0.010, -0.159], [-0.281, 0.105, 0.323], [0.883, 0.684, -0.468], [-0.545, -0.756, -0.198], [-0.078, 0.496, 0.404], [-0.093, -0.062, -0.056], [-0.176, -0.138, 0.041], [-0.113, 0.041, 0.186], [0.093, 0.093, 0.006]], "lowdin_spin": [0.4877, -0.0016, 0.1154, 0.0100, 0.0069, 0.0992, -0.0004, 0.0044, -0.0003, 0.0012, 0.0910, 0.0027, 0.0087, 0.1660, -0.0005, 0.0019, 0.0090, -0.0013], "relative_energy_kj_mol": 0.0, "largest_force_ha_per_bohr": 0.0361, "homo_energy_ev": [3.06, 3.39], "multiplicity": 2, "lumo_ev": [9.046, 9.049], "charge": -3}



{"formula": "C3H8O2", "method": "ωB97M-V/def2-TZVPD", "symbols": ["C", "O", "C", "C", "O", "H", "H", "H", "H", "H", "H", "H", "H"], "positions_angstrom": [[1.838, 0.985, 0.336], [0.595, 0.785, 0.962], [-0.854, -1.297, -0.674], [-1.888, -0.270, -0.327], [-1.784, 0.922, -0.527], [2.159, 2.036, 0.370], [2.574, 0.387, 0.878], [1.837, 0.659, -0.716], [0.028, -0.834, -1.119], [-0.564, -1.849, 0.226], [-1.302, -2.012, -1.376], [-2.809, -0.671, 0.141], [-0.080, 1.219, 0.420]], "forces_ev_per_angstrom": [[0.398, 0.020, -0.069], [-0.174, 0.190, -0.049], [0.052, 0.048, -0.102], [-0.006, 0.253, -0.080], [-0.074, -0.541, 0.086], [-0.056, -0.147, -0.012], [-0.027, 0.072, -0.085], [-0.003, 0.045, 0.158], [-0.145, -0.074, 0.043], [-0.081, 0.085, -0.096], [0.045, 0.048, 0.096], [0.012, 0.073, -0.052], [0.059, -0.071, 0.160]], "nbo_charge": [-0.2461, -0.7407, -0.7219, 0.4669, -0.5585, 0.1637, 0.1789, 0.1524, 0.2309, 0.2480, 0.2323, 0.1099, 0.4842], "relative_energy_kj_mol": 115.8, "largest_force_ha_per_bohr": 0.0108, "smiles": "CC=O.CO", "homo_energy_ev": -10.16, "lumo_ev": 1.006}



- What is the formula in the fourth record?
  C3H8O2